(1)
Formula: C3H3F3O2
Source: the OMol25 dataset
Level of theory: ωB97M-V with the def2-TZVPD basis set

The geometry in ORCA input format:
```
! wB97M-V def2-TZVPD RIJCOSX def2/J DEFGRID3
* xyz 0 1
C -2.251 -0.638 0.516
C 1.265 0.031 -1.067
C 0.468 0.580 0.176
O -3.062 -0.024 -0.006
O 0.982 0.211 1.354
F 0.468 -0.077 -2.139
F 1.633 -1.248 -0.801
F 0.286 1.923 0.208
H -2.270 -1.681 1.086
H 2.187 0.477 -1.375
H 0.295 0.446 2.048
*
```

Energy relative to the best compared isomer or geometry (same formula, charge and spin) = 73.7 kcal/mol
Lowest unoccupied orbital energy (spin up / spin down) = -0.1 / 0.0 eV
Electronic energy = -566.03820 Eh
HOMO energy (spin up / spin down) = -0.3041 / -0.3233 hartree

Results of the natural (NBO) charge analysis, in e, for atoms 1 through 6:
1 C 0.34
2 C 0.48
3 C 0.55
4 O -0.45
5 O -0.69
6 F -0.33

***

(2)
Formula: C3H3F6OPS
Source: the OMol25 dataset
Level of theory: ωB97M-V with the def2-TZVPD basis set

The geometry in ORCA input format:
```
! wB97M-V def2-TZVPD RIJCOSX def2/J DEFGRID3
* xyz 0 1
C -0.481 0.409 -0.420
S 1.123 0.198 -1.267
P 2.507 -0.027 0.302
O 1.918 -0.096 1.616
C 3.899 1.359 0.180
F 3.246 2.554 0.159
F 4.728 1.335 1.250
F 4.495 1.181 -0.996
C 3.489 -1.524 -0.134
F 2.945 -2.587 0.527
F 4.754 -1.449 0.182
F 3.401 -1.766 -1.442
H -1.276 0.248 -1.124
H -0.612 1.415 -0.244
H -0.434 -0.477 0.360
*
```

SMILES = CSP(=O)(C(F)(F)F)C(F)(F)F
Energy relative to the best compared isomer or geometry (same formula, charge and spin) = 0.0 kcal/mol
Lowest unoccupied orbital energy = 0.3 eV
Electronic energy = -1530.10902 Eh
HOMO energy = -0.3800 hartree

Results of the natural (NBO) charge analysis, in e, for atoms 1 through 6:
1 C -0.71
2 S -0.06
3 P 1.53
4 O -1.04
5 C 0.74
6 F -0.32

***

(3)
Formula: C3H3FI2
Source: the OMol25 dataset
Level of theory: ωB97M-V with the def2-TZVPD basis set

The geometry in ORCA input format:
```
! wB97M-V def2-TZVPD RIJCOSX def2/J DEFGRID3
* xyz 0 1
C 2.038 -0.116 0.014
C 0.650 0.207 -0.207
C -0.743 1.120 -0.062
F -0.597 1.849 1.088
I -4.272 -1.961 0.404
I -2.519 0.309 -0.423
H 2.232 -1.047 -0.585
H 2.809 0.084 0.793
H 0.401 -0.444 -1.021
*
```

Energy relative to the best compared isomer or geometry (same formula, charge and spin) = 68.6 kcal/mol
Lowest unoccupied orbital energy (spin up / spin down) = -1.8 / -2.6 eV
Electronic energy = -811.18469 Eh
HOMO energy (spin up / spin down) = -0.3403 / -0.3268 hartree

Results of the natural (NBO) charge analysis, in e, for atoms 1 through 6:
1 C -0.34
2 C -0.28
3 C 0.13
4 F -0.34
5 I -0.29
6 I 0.52

***

(4)
Formula: C3H3FIO2
Source: the OMol25 dataset
Level of theory: ωB97M-V with the def2-TZVPD basis set

The geometry in ORCA input format:
```
! wB97M-V def2-TZVPD RIJCOSX def2/J DEFGRID3
* xyz -1 1
C -2.460 -1.020 0.530
C 0.015 -0.028 -0.062
C -1.157 -1.044 -0.121
O -3.281 -1.340 1.327
O -2.401 -0.783 -0.765
F -0.810 -2.322 -0.513
I 4.472 -0.302 0.082
H 0.222 0.269 -1.195
H -0.383 0.756 0.582
H 0.941 -0.640 0.350
*
```

Energy relative to the best compared isomer or geometry (same formula, charge and spin) = 11.9 kcal/mol
Lowest unoccupied orbital energy = 2.9 eV
Electronic energy = -664.19455 Eh
HOMO energy = -0.1308 hartree

Results of the natural (NBO) charge analysis, in e, for atoms 1 through 6:
1 C 0.72
2 C -0.68
3 C 0.49
4 O -0.53
5 O -0.45
6 F -0.34

***

(5)
Formula: C3H3FO
Source: the OMol25 dataset
Level of theory: ωB97M-V with the def2-TZVPD basis set

The geometry in ORCA input format:
```
! wB97M-V def2-TZVPD RIJCOSX def2/J DEFGRID3
* xyz 0 1
C -2.414 0.265 -0.859
C 0.961 0.578 0.048
C 0.514 -0.645 0.337
O -1.895 0.407 0.144
F 0.898 -1.720 -0.371
H 1.736 0.714 -0.736
H 0.428 1.370 0.391
H -0.229 -0.969 1.046
*
```

Energy relative to the best compared isomer or geometry (same formula, charge and spin) = 10.3 kcal/mol
Lowest unoccupied orbital energy = 1.1 eV
Electronic energy = -291.15930 Eh
HOMO energy = -0.3623 hartree

Results of the natural (NBO) charge analysis, in e, for atoms 1 through 6:
1 C 0.52
2 C -0.51
3 C 0.25
4 O -0.52
5 F -0.34
6 H 0.22

***

(6)
Formula: C3H3FO
Source: the OMol25 dataset
Level of theory: ωB97M-V with the def2-TZVPD basis set

The geometry in ORCA input format:
```
! wB97M-V def2-TZVPD RIJCOSX def2/J DEFGRID3
* xyz 0 1
C 0.629 -0.029 -0.890
C -1.358 -0.119 1.611
C 0.125 0.776 0.003
O -1.714 -1.225 1.467
F 0.384 2.051 0.252
H 1.365 0.289 -1.621
H 0.304 -1.051 -0.931
H -1.587 0.644 2.349
*
```

Energy relative to the best compared isomer or geometry (same formula, charge and spin) = 67.4 kcal/mol
Lowest unoccupied orbital energy (spin up / spin down) = 0.5 / 0.5 eV
Electronic energy = -291.06833 Eh
HOMO energy (spin up / spin down) = -0.3288 / -0.3288 hartree

Results of the natural (NBO) charge analysis, in e, for atoms 1 through 6:
1 C -0.60
2 C 0.46
3 C 0.33
4 O -0.46
5 F -0.34
6 H 0.22

***

(7)
Formula: C3H3FO2
Source: the OMol25 dataset
Level of theory: ωB97M-V with the def2-TZVPD basis set

The geometry in ORCA input format:
```
! wB97M-V def2-TZVPD RIJCOSX def2/J DEFGRID3
* xyz 0 3
C -0.842 0.245 0.049
C 1.594 0.038 -0.009
C 0.314 -0.570 -0.058
O 2.688 -0.513 -0.037
O -2.101 -0.168 0.021
F 0.173 -2.008 -0.069
H -0.657 1.275 0.257
H 1.383 1.054 -0.273
H -2.551 0.648 0.117
*
```

Energy relative to the best compared isomer or geometry (same formula, charge and spin) = 13.8 kcal/mol
Lowest unoccupied orbital energy (spin up / spin down) = 0.1 / -2.8 eV
Electronic energy = -366.27869 Eh
HOMO energy (spin up / spin down) = -0.2475 / -0.3666 hartree

Results of the natural (NBO) charge analysis, in e, for atoms 1 through 6:
1 C 0.01
2 C 0.12
3 C 0.43
4 O -0.45
5 O -0.57
6 F -0.31

***

(8)
Formula: C3H3FO3
Source: the OMol25 dataset
Level of theory: ωB97M-V with the def2-TZVPD basis set

The geometry in ORCA input format:
```
! wB97M-V def2-TZVPD RIJCOSX def2/J DEFGRID3
* xyz 0 3
C 2.313 -0.586 -0.855
C -2.348 -0.664 0.872
C 1.385 -1.413 -1.207
O 3.173 0.088 -0.493
O -1.285 -0.996 1.080
O -3.478 -0.273 0.609
F -1.176 3.583 1.043
H -0.619 3.976 1.665
H 0.805 -1.415 -2.137
H 1.230 -2.300 -0.577
*
```

Energy relative to the best compared isomer or geometry (same formula, charge and spin) = 0.0 kcal/mol
Lowest unoccupied orbital energy (spin up / spin down) = 0.4 / -2.2 eV
Electronic energy = -441.55356 Eh
HOMO energy (spin up / spin down) = -0.2040 / -0.4755 hartree

Results of the natural (NBO) charge analysis, in e, for atoms 1 through 6:
1 C 0.34
2 C 1.03
3 C -0.24
4 O -0.40
5 O -0.49
6 O -0.54

***

(9)
Formula: C3H3FO3S
Source: the OMol25 dataset
Level of theory: ωB97M-V with the def2-TZVPD basis set

The geometry in ORCA input format:
```
! wB97M-V def2-TZVPD RIJCOSX def2/J DEFGRID3
* xyz 0 1
C -0.552 0.902 0.072
C 0.607 1.298 0.014
C -1.651 -0.034 0.284
O 0.668 -1.125 -1.464
O 2.648 -0.254 -0.484
O 1.132 -1.398 0.953
F 1.617 2.083 -0.246
S 1.390 -0.788 -0.279
H -1.217 -0.885 -0.120
H -2.517 0.442 -0.084
H -2.123 -0.241 1.354
*
```

Energy relative to the best compared isomer or geometry (same formula, charge and spin) = 106.1 kcal/mol
Lowest unoccupied orbital energy = -1.0 eV
Electronic energy = -839.71367 Eh
HOMO energy = -0.4094 hartree

Results of the natural (NBO) charge analysis, in e, for atoms 1 through 6:
1 C 0.06
2 C 0.26
3 C -0.70
4 O -0.90
5 O -0.87
6 O -0.88

***

(10)
Formula: C3H3FOS
Source: the OMol25 dataset
Level of theory: ωB97M-V with the def2-TZVPD basis set

The geometry in ORCA input format:
```
! wB97M-V def2-TZVPD RIJCOSX def2/J DEFGRID3
* xyz 0 1
C 0.920 0.446 0.487
C 1.503 -0.860 0.076
C -0.406 -0.200 0.099
H 0.940 0.676 1.552
H 1.970 -1.514 0.848
H 2.124 -0.779 -0.803
O 0.231 -1.372 -0.303
F 1.326 1.459 -0.343
S -1.932 0.196 -0.003
*
```

Energy relative to the best compared isomer or geometry (same formula, charge and spin) = 19.7 kcal/mol
Lowest unoccupied orbital energy = -0.1 eV
Electronic energy = -689.35066 Eh
HOMO energy = -0.3444 hartree

Results of the natural (NBO) charge analysis, in e, for atoms 1 through 6:
1 C 0.10
2 C -0.11
3 C 0.13
4 H 0.19
5 H 0.19
6 H 0.21